Record 1
{"formula": "C12H35LiN3O4", "method": "ωB97M-V with the def2-TZVPD basis set", "total_charge": 1, "elements": ["Li", "O", "H", "H", "C", "C", "C", "O", "C", "N", "H", "H", "H", "H", "H", "H", "H", "H", "H", "H", "H", "C", "C", "C", "O", "C", "N", "H", "H", "H", "H", "H", "H", "H", "H", "H", "H", "H", "C", "C", "C", "O", "C", "N", "H", "H", "H", "H", "H", "H", "H", "H", "H", "H", "H"], "coordinates": [[0.163901, -0.504746, -0.090311], [0.437976, -1.946475, -3.757101], [1.192697, -2.258180, -4.263258], [0.752923, -1.805124, -2.856380], [-0.881705, -0.337826, 3.118512], [0.361615, 0.388743, 2.616629], [1.238012, 0.883036, 3.738781], [2.271187, 1.649042, 3.167997], [2.824978, 2.594441, 4.058935], [1.109384, -0.500778, 1.697049], [-0.685645, -1.406198, 3.235603], [-1.757193, -0.173810, 2.496705], [-1.134989, -0.003654, 4.130278], [0.036849, 1.263557, 2.045986], [1.668912, 0.022527, 4.279978], [0.629583, 1.423355, 4.474324], [3.305036, 2.112565, 4.919944], [2.065055, 3.290348, 4.424122], [3.603123, 3.145137, 3.534451], [1.408245, -1.304643, 2.245095], [1.986554, -0.050526, 1.434956], [1.746789, 2.291744, -2.800225], [1.158886, 1.057156, -2.116521], [2.216982, 0.005193, -1.879193], [1.579415, -1.130387, -1.287486], [2.508567, -2.146985, -0.878989], [0.516398, 1.385810, -0.794118], [2.332748, 2.873862, -2.080913], [0.965035, 2.944349, -3.182282], [2.435005, 2.016885, -3.599559], [0.362669, 0.633611, -2.733692], [2.977504, 0.403322, -1.193480], [2.697080, -0.286547, -2.816159], [3.263284, -2.307306, -1.649295], [1.931919, -3.044709, -0.681430], [3.029121, -1.851452, 0.036534], [-0.154230, 2.120133, -1.022138], [1.189419, 1.906183, -0.226404], [-3.254131, -2.444453, -1.865647], [-2.202155, -1.394453, -1.552550], [-2.808280, -0.034435, -1.333957], [-3.830219, -0.145112, -0.370876], [-4.235062, 1.092157, 0.180184], [-1.415090, -1.763324, -0.334114], [-4.028153, -2.446880, -1.097267], [-2.793025, -3.429995, -1.935414], [-3.766788, -2.253311, -2.809689], [-1.505080, -1.357250, -2.393611], [-3.180628, 0.416649, -2.265183], [-2.041910, 0.673915, -0.974993], [-3.673636, 1.311465, 1.098575], [-5.293397, 1.034300, 0.418801], [-4.062230, 1.924366, -0.509206], [-2.090170, -1.787402, 0.432192], [-1.173133, -2.747891, -0.434189]], "forces_ev_per_angstrom": [[-0.2, -0.2, 0.2], [-0.2, 0.1, -0.1], [0.0, -0.1, -0.1], [0.2, -0.1, 0.1], [0.2, -0.1, 0.8], [-0.3, -0.1, -0.2], [0.1, -0.4, 0.3], [-0.1, 0.2, -0.1], [0.4, 0.0, 0.3], [0.2, 0.2, 0.1], [-0.1, 0.0, -0.2], [0.0, -0.1, -0.2], [-0.1, 0.1, -0.2], [0.1, 0.0, 0.0], [-0.1, 0.0, 0.0], [0.2, 0.3, -0.2], [-0.1, -0.1, 0.0], [0.0, 0.0, 0.0], [-0.1, 0.0, -0.1], [-0.1, -0.1, -0.1], [-0.1, 0.2, 0.2], [0.3, -0.1, 0.4], [-0.1, 0.4, 0.3], [-0.1, 0.1, 0.2], [0.4, -0.2, 0.0], [0.0, 0.3, 0.2], [0.2, 0.5, -0.8], [0.0, -0.1, 0.0], [0.0, 0.0, -0.1], [-0.2, 0.0, -0.2], [0.1, -0.1, -0.1], [0.1, -0.1, 0.0], [0.0, 0.0, 0.0], [-0.1, -0.2, -0.1], [0.0, -0.1, -0.1], [-0.1, 0.1, 0.0], [-0.3, -0.3, 0.2], [0.1, -0.3, 0.0], [-0.3, 0.0, -0.1], [0.1, -0.4, -0.1], [0.2, 0.8, 0.1], [0.0, 0.0, 0.0], [0.2, 0.2, 0.1], [-0.5, -0.1, -0.1], [0.1, -0.1, 0.1], [0.0, 0.0, 0.0], [0.1, 0.1, -0.1], [0.0, 0.2, 0.0], [-0.2, -0.3, 0.0], [0.0, -0.2, 0.1], [0.0, -0.1, 0.0], [0.0, 0.0, 0.0], [-0.1, -0.1, -0.1], [0.1, 0.2, 0.0], [0.2, 0.1, 0.0]], "mulliken_charge": [0.9954, -0.6446, 0.3396, 0.1958, -1.3825, 0.7432, -1.0604, -0.2649, -0.7918, -0.5645, 0.3679, 0.0428, 0.4544, 0.1578, 0.3531, 0.4635, 0.3079, 0.3250, 0.2417, 0.2670, 0.2207, -1.5422, 0.5713, -0.9458, 0.2103, -0.9559, -0.5788, 0.3712, 0.4114, 0.4182, 0.0636, 0.3812, 0.4798, 0.3298, 0.2888, 0.2723, 0.2987, 0.2939, -1.6192, 0.5735, -0.4074, -0.3730, -0.7870, -0.6340, 0.3403, 0.4408, 0.4001, -0.0426, 0.5043, 0.1421, 0.1971, 0.2833, 0.3520, 0.2548, 0.2400]}

---

Record 2
{"formula": "C12H36BeO12", "method": "ωB97M-V with the def2-TZVPD basis set", "total_charge": 2, "elements": ["Be", "C", "C", "O", "O", "H", "H", "H", "H", "H", "H", "C", "C", "O", "O", "H", "H", "H", "H", "H", "H", "C", "C", "O", "O", "H", "H", "H", "H", "H", "H", "C", "C", "O", "O", "H", "H", "H", "H", "H", "H", "C", "C", "O", "O", "H", "H", "H", "H", "H", "H", "C", "C", "O", "O", "H", "H", "H", "H", "H", "H"], "coordinates": [[-0.013963, -1.291452, 0.181104], [2.416277, 2.442548, -3.212416], [3.077397, 3.595778, -2.515766], [2.331687, 4.809348, -2.606036], [1.180267, 2.229358, -2.537336], [3.031707, 1.543748, -3.251166], [2.274387, 2.693258, -4.263656], [4.121507, 3.688178, -2.814776], [3.190737, 3.343888, -1.461346], [2.867147, 5.463718, -2.151396], [0.613827, 3.000698, -2.613396], [-1.744763, -3.999342, -3.591666], [-2.726403, -4.240722, -2.432876], [-2.114343, -4.262722, -1.152706], [-0.836363, -2.926262, -3.302366], [-2.179193, -3.804822, -4.572236], [-1.116193, -4.879442, -3.727366], [-3.082623, -5.260562, -2.578236], [-3.517403, -3.490792, -2.427166], [-2.382233, -5.119672, -0.812896], [-0.331633, -2.635172, -4.065326], [-0.104663, -3.232582, 4.596864], [-1.121373, -2.160522, 4.930764], [-1.905773, -1.911962, 3.764604], [0.916157, -2.754012, 3.717914], [-0.654023, -4.045582, 4.122164], [0.299327, -3.595092, 5.542104], [-0.601153, -1.262072, 5.262844], [-1.776553, -2.364732, 5.777594], [-2.702893, -1.461132, 4.052594], [1.698257, -3.244692, 3.980874], [4.882037, -2.642402, -0.167316], [4.356217, -3.842552, -1.028956], [3.030907, -4.159482, -0.695456], [4.031377, -1.514882, -0.240886], [5.846417, -2.262142, -0.504186], [4.947237, -2.928822, 0.882364], [5.063967, -4.620732, -0.743266], [4.466387, -3.692242, -2.102906], [2.852717, -5.099372, -0.775656], [4.485197, -0.873382, 0.310594], [-4.161223, 1.569578, -1.885646], [-4.302833, 3.067308, -2.061446], [-3.227063, 3.718508, -2.672976], [-3.455103, 1.248168, -0.694186], [-3.682123, 1.183608, -2.785426], [-5.114953, 1.047568, -1.808186], [-4.571123, 3.522178, -1.107916], [-5.013823, 3.335718, -2.842826], [-3.555853, 4.535888, -3.054276], [-4.096663, 1.357788, 0.011494], [-0.395493, 4.878848, 3.160294], [-0.604303, 3.464098, 3.523984], [0.235117, 2.537678, 2.868884], [0.905647, 5.404508, 3.534234], [-1.094753, 5.568428, 3.633174], [-0.537643, 4.947998, 2.081834], [-1.660023, 3.206128, 3.440134], [-0.486623, 3.370418, 4.603564], [1.058857, 2.547548, 3.361774], [0.690367, 6.256858, 3.919894]], "forces_ev_per_angstrom": [[0.0, -0.2, 0.0], [-0.7, 0.9, 0.1], [1.3, 0.3, 0.9], [0.2, -0.9, -0.4], [0.1, -1.4, -0.4], [-0.2, -0.1, 0.7], [-0.4, 0.2, -0.2], [0.0, 0.3, -0.7], [-0.3, -0.3, 0.3], [-0.1, 0.3, 0.0], [0.1, 0.4, -0.1], [1.3, 0.5, -0.2], [0.4, -0.2, -0.7], [0.2, 0.2, 0.0], [-0.3, 0.2, 1.1], [-0.7, -0.1, 0.3], [0.0, -0.4, 0.2], [-0.7, 0.3, -0.5], [-0.1, -0.1, -0.1], [0.4, 0.0, 0.6], [-0.2, -0.2, -0.3], [-0.9, 0.0, 0.5], [0.3, 0.5, -0.2], [0.1, 0.1, -0.1], [-0.3, 0.0, 0.3], [0.1, -0.2, 0.0], [0.3, 0.0, -0.1], [0.3, 0.3, -0.3], [0.0, -0.8, 0.0], [-0.2, 0.1, -0.1], [0.3, 0.1, -0.3], [-0.8, -0.6, -0.8], [1.3, 0.8, 0.9], [-0.6, 0.4, 0.4], [-0.8, 0.4, -0.1], [0.4, -0.7, -0.2], [0.2, -0.4, 0.1], [-0.1, -0.4, -0.1], [0.0, 0.4, 0.0], [0.2, -0.1, -0.1], [-0.2, 0.5, 0.0], [-0.2, 0.2, -0.5], [-1.2, 0.5, -0.9], [2.2, -0.1, 0.3], [0.7, -0.1, -0.1], [0.5, -0.2, 0.3], [-0.4, 0.5, -0.3], [-0.1, 0.2, 0.2], [-1.6, -1.0, 0.7], [0.1, 0.1, 0.1], [0.1, 0.0, 0.2], [0.8, 1.9, -0.5], [-0.5, -0.9, 1.9], [-0.3, 0.1, -0.2], [-0.9, -0.8, -0.4], [-0.6, -0.6, 0.0], [0.2, 0.2, -0.3], [0.0, -0.1, -0.9], [0.5, 0.0, 0.3], [0.3, 0.0, -0.1], [0.5, 0.1, 0.1]], "mulliken_charge": [1.1134, -0.4069, -0.3422, -0.5048, -0.4542, 0.3332, 0.2674, 0.3914, 0.2482, 0.3165, 0.3368, -0.3702, -0.3961, -0.4399, -0.4877, 0.3557, 0.2741, 0.3717, 0.2384, 0.3241, 0.3187, -0.4254, -0.4211, -0.4822, -0.4663, 0.2564, 0.3714, 0.2751, 0.3926, 0.3038, 0.3080, -0.4433, -0.4260, -0.5038, -0.4540, 0.3492, 0.3164, 0.3377, 0.3058, 0.3137, 0.3280, -0.4500, -0.2300, -0.4977, -0.4581, 0.2497, 0.3301, 0.1935, 0.3335, 0.3358, 0.2970, -0.2940, -0.4887, -0.4427, -0.4845, 0.3833, 0.1954, 0.3376, 0.3059, 0.3210, 0.3394]}

---

Record 3
{"formula": "C12H36BrNaO16P4", "method": "ωB97M-V with the def2-TZVPD basis set", "total_charge": 0, "elements": ["Na", "Br", "C", "O", "P", "O", "O", "C", "O", "C", "H", "H", "H", "H", "H", "H", "H", "H", "H", "C", "O", "P", "O", "O", "C", "O", "C", "H", "H", "H", "H", "H", "H", "H", "H", "H", "C", "O", "P", "O", "O", "C", "O", "C", "H", "H", "H", "H", "H", "H", "H", "H", "H", "C", "O", "P", "O", "O", "C", "O", "C", "H", "H", "H", "H", "H", "H", "H", "H", "H"], "coordinates": [[-2.382711, -4.322435, 15.638787], [-3.072029, -5.022934, 13.000330], [0.555401, -4.556150, 12.987499], [1.507035, -5.076762, 13.928875], [1.252750, -5.009294, 15.495123], [-0.031755, -4.447481, 15.903317], [2.544458, -4.246194, 16.071577], [3.815718, -4.839608, 16.196381], [1.515331, -6.507914, 15.958349], [0.477316, -7.485633, 15.773509], [1.021971, -3.868001, 12.278751], [-0.308486, -4.016181, 13.375643], [0.192905, -5.420207, 12.433949], [4.531186, -4.187796, 15.667439], [3.985712, -5.772892, 15.655517], [4.180440, -4.884125, 17.220217], [0.206201, -7.891556, 16.747708], [0.886628, -8.296916, 15.171601], [-0.404952, -7.069766, 15.286641], [-1.717178, 2.005570, 15.412572], [-2.221834, 0.674136, 15.591676], [-1.175755, -0.527579, 15.708096], [-1.788496, -1.848342, 15.772878], [-0.216764, -0.229650, 14.470943], [1.057366, -0.838709, 14.359963], [-0.277580, -0.174245, 16.986185], [-0.420478, -0.917069, 18.187374], [-1.888693, 2.333496, 14.386012], [-0.666956, 2.077088, 15.682068], [-2.324997, 2.678120, 16.019816], [1.058108, -1.644642, 13.629720], [1.420202, -1.270765, 15.297793], [1.787553, -0.082050, 14.073555], [-1.026546, -1.810600, 18.013806], [-0.969019, -0.339448, 18.933024], [0.526939, -1.254843, 18.599888], [-2.198473, -9.046745, 19.689096], [-2.037075, -8.227318, 18.527279], [-2.535540, -6.724321, 18.547246], [-2.456143, -6.040236, 17.257947], [-4.017557, -6.817636, 19.108877], [-4.846833, -5.642979, 19.217038], [-1.653922, -6.041772, 19.720708], [-0.508108, -5.300436, 19.279366], [-2.508598, -8.460926, 20.554189], [-1.240087, -9.512317, 19.913184], [-2.933142, -9.830366, 19.515282], [-5.752789, -5.909166, 18.678025], [-4.387787, -4.784267, 18.726268], [-5.033845, -5.405790, 20.262218], [0.295193, -5.380083, 20.012601], [-0.794702, -4.253596, 19.175316], [-0.096692, -5.668754, 18.339351], [-5.239705, -0.209814, 16.444676], [-5.993504, -1.294216, 16.942315], [-5.743132, -2.811340, 16.474576], [-4.359418, -3.294706, 16.531040], [-6.753028, -3.536575, 17.434613], [-8.167023, -3.270404, 17.382839], [-6.380992, -2.953542, 15.011736], [-5.700259, -2.374371, 13.897491], [-4.568113, 0.237638, 17.177067], [-5.923718, 0.560699, 16.080090], [-4.605108, -0.437679, 15.585344], [-8.457530, -2.625229, 16.561005], [-8.511528, -2.896314, 18.344982], [-8.618912, -4.258871, 17.280084], [-4.673096, -2.100177, 14.139378], [-6.188790, -1.465948, 13.536901], [-5.681375, -3.104554, 13.094026]], "forces_ev_per_angstrom": [[-0.2, 0.1, 0.0], [0.1, 0.1, 0.2], [-0.4, -0.1, -1.1], [-0.2, 0.6, 0.7], [1.1, -0.6, -0.4], [0.0, 0.4, 0.2], [-1.4, -0.5, 0.1], [2.0, 0.5, -1.1], [0.1, 0.6, 0.2], [0.0, -0.4, -0.1], [0.5, -0.2, 0.2], [0.1, -0.4, 0.6], [-0.2, 0.2, 0.0], [-0.3, 0.2, 0.3], [-0.7, -0.3, 0.4], [-0.5, -0.2, 0.2], [-0.1, 0.2, 0.0], [0.0, 0.1, -0.1], [0.0, 0.0, 0.1], [-0.5, 0.5, -0.1], [0.5, -0.5, -0.1], [0.1, 0.4, -0.2], [-0.2, 0.0, -0.1], [-0.5, 0.2, 0.6], [1.0, -0.4, 0.2], [0.2, 0.1, -0.6], [-0.9, -0.8, 0.6], [0.3, -0.3, -0.1], [0.0, 0.1, 0.0], [0.2, -0.2, 0.3], [-0.3, 0.1, -0.2], [-0.3, 0.1, 0.1], [-0.2, 0.1, -0.1], [0.1, 0.0, -0.2], [0.2, 0.3, -0.1], [0.3, 0.4, -0.3], [0.2, -0.2, 0.5], [-0.4, 0.3, -0.2], [-0.4, 0.3, 0.4], [0.5, -0.1, -0.1], [1.0, -0.3, 0.5], [0.1, 0.0, -0.5], [-0.6, -0.4, -0.6], [0.5, 0.3, 0.0], [0.0, 0.0, 0.0], [0.0, 0.1, -0.1], [-0.1, 0.1, -0.2], [-0.1, 0.3, 0.2], [0.0, -0.1, -0.1], [0.0, -0.2, 0.0], [-0.3, -0.1, 0.3], [0.1, -0.1, -0.1], [-0.3, 0.1, -0.1], [0.5, 1.0, -1.0], [0.1, -0.7, 0.0], [0.0, 0.4, -0.8], [-0.2, 0.1, 0.5], [0.1, 0.1, -0.3], [-0.2, -1.0, 0.3], [-0.2, 0.2, 1.2], [0.5, 0.3, -0.7], [-0.2, -0.3, 0.4], [-0.1, -0.1, 0.3], [-0.1, -0.4, 0.2], [0.1, 0.1, 0.0], [0.3, 0.4, 0.0], [-0.2, 0.2, -0.3], [0.1, -0.3, 0.0], [-0.4, -0.1, 0.3], [0.1, -0.1, 0.1]], "mulliken_charge": [0.8940, -0.7891, -0.5203, -0.3377, 0.0591, 0.5836, -0.3350, -0.7927, -0.3699, -0.5941, 0.2808, 0.0903, 0.2991, 0.2988, 0.3237, 0.2722, 0.1435, 0.3351, 0.2667, -0.7810, -0.3962, 0.1851, 0.4588, -0.3321, -0.4990, -0.3285, -0.3769, 0.2613, 0.3201, 0.2826, 0.1117, 0.2444, 0.3206, -0.1003, 0.3416, 0.2678, -0.7332, -0.3771, 0.6735, -0.2190, -0.3719, -0.3643, -0.3543, -0.1665, 0.3325, 0.2735, 0.2547, 0.2497, 0.0150, 0.3042, 0.3294, 0.1706, -0.1091, -0.3960, -0.3730, 0.3745, 0.2277, -0.3814, -0.7968, -0.3289, -0.3253, 0.2323, 0.3530, 0.0814, 0.3125, 0.2746, 0.2830, -0.0256, 0.2291, 0.2632]}

---

Computed molecular weight (g mol⁻¹) in order:
292.37; 381.42; 663.19
Computed HOMO level (Eh) in order:
-0.4621; -0.5301; -0.2573
Computed Kohn-Sham gap (eV) in order:
10.37; 2.19; 7.30